Below is a molecular structure, C16H26As2N5O2Sc, with properties calculated with ωB97M-V/def2-TZVPD.

Summary:
E_LUMO ... -6.70 eV
Relative energy (zero: lowest compared OMol25 entry of this formula, charge and spin) ... 0.0 kcal/mol
Multiplicity ... 1
Total charge ... +2
Orbital gap ... 7.88 eV
F_max ... 2.43 eV Å⁻¹
Calculated total energy ... -170920.950 eV

Geometry (Å):
Sc 0.34260 -0.37560 1.16239
C 2.93128 -0.45456 1.08846
C 2.57162 0.37977 2.11993
C 1.89991 -0.37349 3.08621
C 1.92176 -1.73286 2.67096
C 2.52138 -1.78236 1.39260
H 3.45363 -0.24154 0.15596
H 2.78115 1.45795 2.22355
H 1.54941 0.02067 4.03379
H 1.54843 -2.55092 3.30221
H 2.70627 -2.64376 0.75043
C -1.24511 -2.94535 -1.37874
As -1.22657 -1.01429 -1.11159
C -3.06745 -0.47949 -1.36134
C -0.35324 -0.37562 -2.69830
C -0.56789 -0.91355 -3.97475
C 0.13804 -0.47052 -5.07051
C 1.03684 0.53865 -4.89832
C 1.28642 1.12621 -3.67617
C 0.54365 0.69189 -2.54850
As 0.89112 1.51903 -0.81180
C 2.82752 1.93239 -1.00641
C -0.00151 3.28469 -0.93523
H -1.76773 -3.19703 -2.28956
H -1.74968 -3.46503 -0.56998
H -0.22981 -3.28489 -1.44993
H -3.41973 -0.93704 -2.29120
H -3.13678 0.59076 -1.43248
H -3.72515 -0.81427 -0.52226
H -1.25463 -1.75997 -4.07306
H 0.05907 -0.97355 -6.06290
H 1.58828 0.86333 -5.75747
H 1.98883 1.94487 -3.59271
H 2.95698 2.87103 -1.60690
H 3.35810 1.15078 -1.53239
H 3.22321 2.06639 0.01213
H 0.31115 3.74763 -1.88715
H 0.26037 3.88626 -0.06464
H -1.11163 3.16148 -1.02665
N -0.89858 1.65923 2.18436
N -1.84759 1.24749 3.15218
C -1.93374 -0.05161 3.51896
N -2.58409 -0.35673 4.63115
N -1.26824 -0.81975 2.66712
N -1.30694 -2.18052 2.57873
O -1.99708 -2.97199 3.17129
O -0.50850 -2.44749 1.65127
H -0.14851 2.16699 2.67664
H -1.38127 2.28102 1.52300
H -2.20705 1.95628 3.80198
H -2.99312 0.37363 5.16401
H -2.76538 -1.30463 4.91161

natural (NBO) population analysis, charges in e, atoms 1 to 2: 1.282, -0.296